{"formula": "C30H26N6Os", "method": "the ωB97M-V functional and the def2-TZVPD basis", "symbols": ["Os", "C", "N", "C", "C", "C", "C", "C", "C", "N", "C", "C", "C", "C", "C", "C", "N", "C", "C", "C", "C", "C", "N", "H", "H", "H", "H", "H", "H", "H", "H", "H", "H", "H", "H", "H", "H", "H", "H", "H", "H", "C", "C", "N", "C", "C", "C", "C", "C", "C", "C", "C", "C", "N", "C", "H", "H", "H", "H", "H", "H", "H", "H"], "xyz": [[0.1581, -0.2124, -0.2335], [2.6515, 1.3414, -0.2013], [2.1093, 0.1839, -0.9692], [1.9778, 0.5622, -2.4221], [1.1117, -0.4778, -3.0556], [1.2339, -0.9550, -4.3399], [0.3830, -1.9774, -4.7569], [-0.5442, -2.5004, -3.8653], [-0.6311, -1.9597, -2.5989], [0.1703, -0.9462, -2.2041], [3.0503, -0.9943, -0.8547], [2.4698, -2.0241, 0.0528], [3.1066, -3.1971, 0.3847], [2.4663, -4.1027, 1.2275], [1.2010, -3.8060, 1.7241], [0.6194, -2.6081, 1.3836], [1.2356, -1.7351, 0.5434], [1.5715, 2.3714, -0.1480], [1.8354, 3.7200, -0.0622], [0.7774, 4.6207, -0.0183], [-0.5135, 4.1202, -0.0852], [-0.7172, 2.7589, -0.1769], [0.3072, 1.8795, -0.2054], [3.5575, 1.7215, -0.6775], [2.9118, 0.9905, 0.7999], [2.9731, 0.6209, -2.8645], [1.5191, 1.5498, -2.4880], [1.9856, -0.5506, -5.0059], [0.4599, -2.3731, -5.7624], [-1.1975, -3.3154, -4.1468], [-1.3470, -2.3323, -1.8766], [4.0097, -0.6390, -0.4735], [3.2344, -1.4119, -1.8446], [4.0927, -3.4102, -0.0090], [2.9560, -5.0305, 1.4990], [0.6781, -4.4873, 2.3817], [-0.3504, -2.3167, 1.7655], [2.8627, 4.0610, -0.0351], [0.9593, 5.6860, 0.0494], [-1.3748, 4.7747, -0.0788], [-1.7204, 2.3767, -0.2529], [0.2323, 0.6258, 4.1305], [0.6422, 0.3638, 2.8213], [-0.2174, 0.2390, 1.8151], [-1.5505, 0.3838, 2.0729], [-2.0459, 0.6463, 3.3552], [-1.1070, 0.7654, 4.4028], [-3.4600, 0.7761, 3.5485], [-4.3138, 0.6707, 2.5036], [-3.8217, 0.4337, 1.1780], [-4.6593, 0.3749, 0.0447], [-4.1084, 0.1874, -1.2058], [-2.7365, 0.0193, -1.3321], [-1.9102, 0.0372, -0.2726], [-2.4479, 0.2745, 0.9742], [0.9773, 0.7134, 4.9096], [1.6929, 0.2449, 2.5883], [-1.4466, 0.9704, 5.4114], [-3.8325, 0.9649, 4.5475], [-5.3819, 0.7711, 2.6500], [-5.7307, 0.4966, 0.1601], [-4.7253, 0.1699, -2.0942], [-2.2892, -0.1049, -2.3073]], "forces_ev_per_angstrom": [[-0.724, 0.089, -0.619], [-0.120, -0.120, -0.041], [0.476, 0.063, 0.287], [0.005, -0.019, 0.071], [-0.019, 0.004, 0.008], [0.012, -0.007, 0.007], [0.024, 0.003, -0.031], [-0.030, -0.011, 0.039], [0.015, 0.007, -0.060], [0.057, 0.084, 0.044], [-0.054, 0.140, 0.045], [-0.035, 0.012, 0.036], [-0.009, -0.034, 0.058], [0.036, -0.013, -0.021], [-0.030, 0.024, -0.001], [-0.033, 0.017, 0.008], [-0.001, 0.101, -0.125], [0.027, 0.007, 0.017], [-0.028, 0.030, 0.006], [0.013, -0.041, -0.009], [-0.010, -0.006, -0.002], [-0.138, 0.012, -0.019], [0.376, -0.049, -0.017], [0.000, 0.035, 0.014], [0.044, 0.010, -0.013], [-0.018, -0.007, -0.054], [0.002, -0.004, -0.008], [0.002, 0.000, 0.001], [-0.002, 0.005, -0.001], [-0.002, 0.002, 0.001], [-0.009, -0.009, -0.004], [0.038, -0.033, -0.049], [-0.049, -0.052, 0.004], [0.003, 0.012, -0.001], [0.002, 0.002, -0.002], [-0.001, 0.004, 0.003], [-0.010, 0.007, 0.008], [-0.003, 0.012, 0.005], [0.006, 0.000, 0.006], [0.006, 0.008, -0.003], [0.005, -0.049, 0.003], [0.003, 0.013, 0.008], [-0.025, 0.000, -0.060], [0.107, 0.018, 0.009], [-0.024, -0.020, -0.013], [0.008, -0.007, 0.016], [0.012, 0.014, -0.008], [-0.007, 0.005, -0.003], [-0.001, 0.007, 0.002], [0.006, 0.005, -0.001], [0.002, 0.002, 0.016], [0.017, 0.004, -0.027], [-0.007, -0.028, -0.027], [0.116, -0.247, 0.473], [-0.026, 0.046, 0.007], [-0.002, 0.006, 0.001], [-0.004, -0.017, 0.023], [-0.004, -0.014, 0.001], [-0.001, -0.006, 0.001], [0.001, 0.001, 0.001], [0.000, -0.002, -0.001], [0.000, -0.001, 0.000], [0.007, -0.016, -0.007]], "mulliken_charge": [0.343, -1.240, -0.191, -1.034, 0.672, -0.994, -0.416, -0.991, -0.212, 0.335, -1.239, 0.665, -0.961, -0.397, -0.908, -0.070, 0.554, 0.745, -0.977, -0.585, -0.950, -0.014, 0.601, 0.669, 0.532, 0.665, 0.481, 0.566, 0.495, 0.521, 0.617, 0.698, 0.543, 0.608, 0.497, 0.516, 0.456, 0.570, 0.495, 0.539, 0.383, -1.148, -0.208, 0.711, -0.020, 0.955, -0.767, -0.919, -1.054, 0.717, -0.628, -1.087, -0.071, 0.382, 0.288, 0.503, 0.445, 0.546, 0.504, 0.499, 0.551, 0.502, 0.714], "fmax_ev_per_a": 0.96, "charge": 4, "orbital_gap_ev": 5.7789, "lumo_energy_ev": -14.5}